This record from the OMol25 dataset describes 12 unconnected molecules or ions with the total composition C42H86N6O30P4. The level of theory is ωB97M-V/def2-TZVPD.

- Charge: 0
- Gap between HOMO and LUMO: 5.89 eV
- LUMO level: -2.05 eV
- SMILES: O=C1C=C(O)C(=O)C=C1O.O=C1C=C(O)C(=O)C=C1O.COP(=O)(OC)OC.COP(=O)(OC)OC.COP(=O)(OC)OC.COP(=O)(OC)OC.CN(C)C=O.CN(C)C=O.CN(C)C=O.CN(C)C=O.CN(C)C=O.CN(C)C=O
- HOMO level: -0.2917 hartree

Cartesian coordinates (Å):
O -4.13 4.63 1.96
C -4.40 3.49 1.54
C -4.78 3.15 0.12
C -5.19 1.95 -0.32
O -5.67 1.73 -1.57
C -5.02 0.73 0.55
O -5.43 -0.39 0.16
C -4.43 1.02 1.80
C -4.24 2.24 2.30
O -3.86 2.45 3.59
H -4.89 3.95 -0.60
H -5.64 0.77 -1.63
H -4.32 0.09 2.34
H -3.85 3.41 3.67
O -4.49 -1.57 -3.28
C -4.36 -0.62 -3.96
C -3.01 -0.21 -4.43
C -2.81 0.96 -5.06
O -1.58 1.29 -5.43
C -3.82 1.95 -5.44
O -3.54 3.04 -5.86
C -5.20 1.49 -5.11
C -5.44 0.33 -4.45
O -6.75 -0.06 -4.22
H -2.18 -0.79 -4.07
H -1.55 2.08 -5.98
H -6.06 2.12 -5.30
H -6.71 -0.96 -3.89
C -0.90 2.65 9.08
O -0.20 1.53 8.59
P 0.92 1.56 7.32
O 1.56 0.28 7.01
O 0.21 2.32 6.06
C -1.03 1.83 5.54
O 1.88 2.74 7.78
C 3.08 2.97 7.04
H -0.68 2.84 10.13
H -1.98 2.59 8.95
H -0.57 3.53 8.52
H -1.06 0.74 5.53
H -1.14 2.10 4.49
H -1.94 2.33 5.88
H 3.47 3.94 7.37
H 3.02 2.75 5.97
H 3.84 2.31 7.45
C -1.02 -8.25 -3.99
O -1.22 -6.84 -3.91
P -1.22 -6.05 -2.50
O -1.89 -6.69 -1.38
O 0.41 -5.77 -2.23
C 1.05 -5.78 -0.87
O -1.92 -4.60 -2.69
C -1.52 -3.65 -3.68
H 0.02 -8.47 -4.20
H -1.59 -8.86 -4.69
H -1.15 -8.78 -3.05
H 1.94 -6.39 -0.94
H 0.32 -6.15 -0.15
H 1.32 -4.75 -0.63
H -0.45 -3.73 -3.90
H -1.79 -2.64 -3.39
H -1.95 -3.96 -4.64
C -6.22 -2.66 3.00
O -5.31 -3.70 3.31
P -3.92 -3.83 2.51
O -2.80 -2.94 2.87
O -3.56 -5.39 2.69
C -4.58 -6.40 2.47
O -4.32 -3.77 0.99
C -3.48 -3.37 -0.09
H -6.86 -2.47 3.87
H -6.92 -2.98 2.23
H -5.70 -1.79 2.59
H -4.87 -6.74 3.47
H -4.21 -7.11 1.72
H -5.47 -5.92 2.08
H -2.92 -4.19 -0.54
H -2.71 -2.64 0.14
H -4.00 -2.78 -0.85
C 6.89 0.60 0.03
O 5.68 0.58 -0.66
P 5.39 1.95 -1.52
O 5.83 3.19 -0.81
O 6.11 1.64 -2.97
C 6.64 2.65 -3.83
O 3.82 1.89 -1.98
C 2.80 2.34 -1.06
H 7.15 -0.42 0.33
H 6.82 1.14 0.97
H 7.72 1.00 -0.56
H 6.29 2.71 -4.86
H 7.71 2.50 -3.98
H 6.64 3.64 -3.37
H 3.13 2.64 -0.07
H 2.02 1.59 -0.90
H 2.37 3.17 -1.62
C 1.36 5.48 -5.24
N 0.67 4.17 -5.63
C 1.13 3.06 -4.79
C -0.11 4.18 -6.71
O -0.82 3.23 -7.09
H 1.04 6.43 -5.67
H 2.44 5.56 -5.43
H 1.22 5.72 -4.19
H 0.91 3.25 -3.74
H 0.73 2.10 -5.12
H 2.21 2.91 -4.84
H 0.06 5.10 -7.29
C -1.56 -0.12 -1.24
N -1.04 0.86 -0.23
C -1.11 2.25 -0.67
C -0.93 0.51 1.09
O -0.78 1.31 2.05
H -0.82 -0.33 -2.02
H -2.56 0.11 -1.61
H -1.60 -1.12 -0.80
H -0.53 2.87 0.02
H -0.60 2.43 -1.62
H -2.15 2.57 -0.65
H -0.94 -0.59 1.08
C 0.29 -5.94 3.08
N 0.71 -4.64 3.64
C 0.16 -3.31 3.06
C 1.60 -4.68 4.66
O 2.06 -3.72 5.31
H 0.40 -5.89 2.00
H -0.67 -6.35 3.38
H 1.07 -6.69 3.27
H -0.31 -3.34 2.08
H -0.48 -2.83 3.80
H 1.00 -2.63 3.06
H 1.87 -5.72 4.92
C 4.01 -1.58 -2.40
N 2.61 -1.76 -1.99
C 1.76 -1.90 -3.21
C 2.22 -2.02 -0.70
O 1.08 -2.36 -0.45
H 4.28 -0.66 -2.92
H 4.14 -2.42 -3.08
H 4.70 -1.70 -1.57
H 0.85 -2.41 -2.92
H 1.55 -0.92 -3.62
H 2.26 -2.53 -3.95
H 3.06 -1.80 -0.02
C 3.98 5.67 -2.12
N 3.22 5.63 -0.91
C 1.73 5.95 -0.94
C 3.87 5.30 0.21
O 3.34 5.06 1.27
H 5.05 5.72 -1.93
H 3.82 6.61 -2.65
H 3.76 4.83 -2.79
H 1.38 6.38 0.00
H 1.45 6.69 -1.68
H 1.14 5.04 -1.00
H 4.96 5.24 0.04
C 4.07 0.75 2.32
N 3.01 0.46 3.31
C 2.09 1.50 3.58
C 3.01 -0.74 3.96
O 2.21 -0.98 4.83
H 4.68 -0.05 1.92
H 4.67 1.65 2.50
H 3.50 1.08 1.45
H 1.28 1.28 4.27
H 2.51 2.44 3.93
H 1.40 1.77 2.78
H 3.78 -1.48 3.69